No. 1
The following is a quantum chemistry calculation of C12H20N4O3Ru as an isolated structure at a distorted geometry, from the OMol25 dataset.

Last column: Mulliken spin population.
Atoms and positions in Å:
Ru1 0.10 0.09 0.15  0.91
O1 0.22 -0.10 2.25  0.00
O2 -1.04 -1.61 0.53  0.01
O3 2.21 -0.01 0.55  0.06
N1 -1.08 1.79 0.07  0.01
N2 -2.24 3.19 -1.13  0.01
N3 -0.11 0.32 -1.88  -0.04
N4 -0.86 1.47 -3.57  0.01
C1 1.56 0.00 2.80  0.00
C2 -1.07 -2.58 -0.57  0.01
C3 -0.14 0.42 -4.10  0.00
C4 -0.69 -1.08 2.78  0.00
C5 -0.83 1.38 -2.24  0.01
C6 -1.41 2.15 -1.17  0.01
C7 -0.74 -2.22 1.82  0.00
C8 -1.75 2.64 0.94  0.00
C9 3.01 -0.57 -0.56  0.00
C10 -2.46 3.51 0.20  0.00
C11 2.51 -0.63 1.83  0.00
C12 0.33 -0.29 -3.05  0.00
H1 -1.32 2.19 -4.12  0.00
H2 -0.39 -1.41 3.78  0.00
H3 0.92 -1.18 -3.07  0.00
H4 -1.77 -3.37 -0.32  0.00
H5 -1.66 -0.59 2.86  0.00
H6 1.63 -0.47 3.78  0.00
H7 1.76 1.07 2.91  0.00
H8 -1.53 -2.91 2.10  0.00
H9 2.73 -1.61 -0.73  0.00
H10 0.00 0.27 -5.16  0.00
H11 -1.66 2.59 2.01  0.00
H12 2.41 -1.71 1.75  0.00
H13 -1.42 -2.06 -1.46  0.00
H14 2.82 0.04 -1.43  0.00
H15 0.20 -2.77 1.75  0.00
H16 -2.65 3.67 -1.91  0.00
H17 -3.11 4.32 0.51  0.00
H18 4.06 -0.52 -0.30  0.01
H19 3.54 -0.40 2.13  0.00
H20 -0.08 -3.01 -0.73  0.00

## Properties
multiplicity = 2
HOMO energy (spin up / spin down) = -18.91 / -18.91 eV
charge = +3
<S²> = 0.780
LUMO level (spin up / spin down) = -12.903 / -12.594 eV
ΔE to the lowest compared entry with this formula, charge and spin = 7.8 kJ/mol



No. 2
The following is a quantum chemistry calculation of one molecule with the formula C12H20N4O3S, from the OMol25 dataset.

Last column: natural (NBO) charge in e.
Atoms and positions in Å:
S1 0.12 -0.19 2.12  2.31
O1 0.12 0.69 -2.76  -0.41
O2 -0.34 1.17 2.29  -0.96
O3 0.32 -1.00 3.27  -0.93
N1 -2.71 -1.25 -0.30  -0.57
N2 -1.56 0.80 -0.17  -0.68
N3 -0.99 -1.02 1.18  -0.89
N4 -3.14 0.54 -1.94  -0.44
C1 -3.58 -0.70 -1.31  -0.07
C2 -2.28 0.37 -3.11  -0.27
C3 0.92 -1.34 -2.35  -0.32
C4 2.91 0.96 2.90  -0.40
C5 1.22 -0.02 -2.47  0.06
C6 -0.92 -0.18 -2.82  0.27
C7 1.59 -0.19 1.06  -0.66
C8 -0.47 -1.44 -2.58  -0.31
C9 2.50 0.96 1.42  -0.41
C10 -1.83 -0.49 0.21  0.59
C11 -2.62 1.44 -0.95  -0.05
C12 3.64 -0.31 3.32  -0.62
H1 -1.22 -1.95 1.46  0.44
H2 4.45 -0.54 2.62  0.20
H3 4.07 -0.17 4.31  0.22
H4 -2.17 1.35 -3.57  0.22
H5 3.39 0.92 0.79  0.21
H6 1.22 -0.12 0.04  0.27
H7 -4.56 -0.52 -0.85  0.19
H8 -2.20 2.32 -1.44  0.20
H9 -1.06 -2.34 -2.56  0.23
H10 2.14 0.52 -2.40  0.20
H11 -1.12 1.37 0.54  0.42
H12 2.01 1.07 3.51  0.21
H13 -2.80 -0.29 -3.80  0.22
H14 -3.45 1.74 -0.30  0.18
H15 2.96 -1.15 3.36  0.21
H16 -3.71 -1.46 -2.09  0.19
H17 1.98 1.89 1.21  0.22
H18 2.05 -1.16 1.22  0.24
H19 1.60 -2.14 -2.13  0.23
H20 3.55 1.83 3.08  0.21

## Properties
HOMO energy = -8.51 eV
charge = 0
SMILES string = CCCCS(=O)(=O)NC1=NCN(Cc2ccco2)CN1
LUMO level = 0.745 eV
ΔE to the lowest compared entry with this formula, charge and spin = 135.8 kJ/mol



No. 3
The following is a quantum chemistry calculation of one molecule with the formula C12H20N6O3 at a distorted geometry, from the OMol25 dataset.

Last column: natural (NBO) charge in e.
Atoms and positions in Å:
O1 -1.71 2.59 -0.90  -0.53
O2 -3.55 0.40 0.50  -0.55
O3 -0.15 -2.10 0.00  -0.47
N1 0.15 2.41 0.46  -0.48
N2 1.54 4.45 0.49  -0.35
N3 2.07 1.18 0.19  -0.59
N4 3.96 -0.09 -0.07  -0.37
N5 -0.03 0.12 0.23  -0.60
N6 1.93 -1.16 -0.05  -0.63
C1 0.91 3.50 0.46  0.45
C2 -4.25 -1.96 0.40  -0.64
C3 -1.28 2.54 0.44  0.09
C4 0.62 -1.03 0.06  0.74
C5 -3.34 -0.90 1.01  -0.07
C6 0.76 1.18 0.28  0.63
C7 4.78 1.10 -0.01  -0.42
C8 4.65 -1.34 -0.25  -0.41
C9 0.51 -3.34 -0.17  -0.25
C10 -3.13 0.57 -0.84  -0.12
C11 -3.01 2.07 -1.13  -0.08
C12 2.63 -0.02 0.03  0.63
H1 -1.55 3.48 0.96  0.19
H2 5.35 1.20 -0.93  0.20
H3 5.35 -1.51 0.57  0.20
H4 5.47 1.03 0.83  0.20
H5 -0.28 -4.10 -0.20  0.20
H6 5.21 -1.33 -1.19  0.20
H7 -3.99 -2.14 -0.64  0.20
H8 -3.19 2.27 -2.18  0.20
H9 -2.28 -1.19 0.88  0.19
H10 -4.13 -2.90 0.94  0.21
H11 -1.72 1.68 0.96  0.23
H12 4.13 1.96 0.12  0.26
H13 -5.28 -1.64 0.45  0.21
H14 3.91 -2.14 -0.28  0.24
H15 -3.87 0.14 -1.53  0.17
H16 -3.75 2.61 -0.52  0.18
H17 1.20 -3.54 0.66  0.19
H18 -2.16 0.09 -1.00  0.20
H19 1.07 -3.35 -1.11  0.19
H20 -3.55 -0.81 2.08  0.18

## Properties
HOMO energy = -9.14 eV
charge = 0
SMILES string = CCOCCOCN(C#N)c1nc(OC)nc(N(C)C)n1
LUMO level = 0.606 eV
ΔE to the lowest compared entry with this formula, charge and spin = 4.3 kJ/mol



No. 4
The following is a quantum chemistry calculation of an isolated ion of composition C12H20NO and charge +1 at a distorted geometry, from the OMol25 dataset.

Last column: natural (NBO) charge in e.
Atoms and positions in Å:
O1 -4.33 -0.12 0.27  -0.68
N1 -2.56 1.25 0.71  -0.59
C1 1.03 1.12 -0.18  -0.20
C2 2.25 0.43 0.12  -0.28
C3 3.52 0.83 0.45  -0.07
C4 -2.98 -0.16 0.67  0.22
C5 -1.84 2.78 -1.12  -0.40
C6 -0.21 0.68 -0.38  -0.02
C7 4.67 -0.09 0.46  -0.66
C8 -0.66 -0.75 -0.26  -0.06
C9 -1.56 1.72 -0.38  0.15
C10 -2.27 -0.94 -0.38  -0.43
C11 -0.33 -1.25 1.22  -0.61
C12 0.05 -1.63 -1.28  -0.60
H1 2.29 -0.67 -0.28  0.18
H2 3.51 1.74 1.03  0.20
H3 -2.00 1.35 1.54  0.44
H4 -3.13 2.12 0.40  0.50
H5 -2.73 -0.70 1.65  0.22
H6 4.60 -1.03 -0.06  0.23
H7 1.17 2.20 -0.27  0.22
H8 0.69 -1.20 1.33  0.23
H9 -0.79 -2.32 1.31  0.22
H10 -2.67 3.45 -1.05  0.23
H11 -0.19 -2.65 -1.00  0.22
H12 5.02 -0.25 1.48  0.24
H13 1.08 -1.46 -1.02  0.21
H14 -0.61 -0.53 1.97  0.19
H15 -1.16 3.17 -1.81  0.25
H16 -0.11 -1.26 -2.31  0.23
H17 -2.61 -0.67 -1.33  0.23
H18 -2.40 -2.02 -0.35  0.25
H19 -4.83 -0.23 1.12  0.49
H20 5.38 0.47 -0.09  0.24

## Properties
HOMO energy = -11.70 eV
charge = +1
SMILES string = C=C1[NH2+][C@@H](O)CC(C)(C)/C1=C\C=C\C
LUMO level = -2.923 eV
ΔE to the lowest compared entry with this formula, charge and spin = 479.2 kJ/mol



No. 5
The following is a quantum chemistry calculation of a 2-piece molecular cluster, C12H20O overall at a distorted geometry, from the OMol25 dataset.

Last column: natural (NBO) charge in e.
Atoms and positions in Å:
O1 1.32 3.86 -0.27  -0.71
C1 0.17 1.93 0.32  -0.26
C2 3.82 -5.10 0.00  -0.61
C3 -1.04 3.67 -0.88  -0.28
C4 3.03 -2.82 -0.59  -0.61
C5 1.38 -4.75 -0.26  -0.62
C6 2.65 -4.08 0.14  -0.24
C7 -3.56 1.30 0.70  -0.42
C8 -2.29 1.84 0.19  -0.05
C9 -1.08 1.38 0.69  -0.18
C10 0.13 3.13 -0.35  0.29
C11 -3.73 -0.22 0.93  -0.60
C12 -2.18 2.99 -0.64  -0.17
H1 1.19 -5.01 -1.30  0.21
H2 1.67 4.21 -1.09  0.48
H3 1.18 -5.54 0.48  0.21
H4 -4.74 -0.42 1.26  0.21
H5 -3.14 3.37 -1.00  0.20
H6 3.10 -2.94 -1.68  0.20
H7 -2.94 -0.56 1.58  0.20
H8 -0.84 4.53 -1.51  0.22
H9 -3.61 -0.85 0.02  0.20
H10 4.39 -5.32 0.90  0.22
H11 1.13 1.57 0.60  0.23
H12 3.62 -6.02 -0.56  0.21
H13 2.50 -3.75 1.19  0.20
H14 4.07 -2.49 -0.50  0.21
H15 0.46 -4.18 -0.22  0.21
H16 -3.74 1.68 1.69  0.21
H17 -4.44 1.71 0.16  0.21
H18 2.44 -1.93 -0.35  0.21
H19 -1.09 0.49 1.27  0.20
H20 4.58 -4.63 -0.63  0.20

## Properties
HOMO energy = -8.56 eV
charge = 0
SMILES string = CCc1ccc(O)cc1.CC(C)C
LUMO level = 0.787 eV
ΔE to the lowest compared entry with this formula, charge and spin = 161.8 kJ/mol



No. 6
The following is a quantum chemistry calculation of C12H21AuI2LuN5O3S2 as an isolated structure at a distorted geometry, from the OMol25 dataset.

Last column: Mulliken spin population.
Atoms and positions in Å:
Au1 0.70 -1.84 1.27  0.00
Lu1 -0.85 1.21 -0.56  -0.01
I1 -3.43 0.42 -1.95  0.87
I2 -2.85 3.20 -2.16  1.12
S1 -1.42 -0.66 1.28  0.02
S2 -0.02 -1.22 -1.02  0.01
O1 1.76 -2.51 4.12  0.00
O2 3.38 -3.40 1.18  0.00
O3 -0.10 3.23 2.23  0.00
N1 2.06 3.57 -2.91  0.00
N2 1.40 1.63 -0.21  0.00
N3 3.15 2.81 -0.97  0.00
N4 1.98 3.20 -1.58  0.00
N5 0.95 2.38 -1.25  0.00
C1 -0.51 2.54 1.40  -0.01
C2 -1.51 0.19 3.93  0.00
C3 0.93 -1.29 -2.59  0.00
C4 1.34 -2.25 3.08  0.00
C5 0.52 -2.63 -3.22  0.00
C6 2.42 -1.21 -2.29  0.00
C7 -2.40 -0.37 2.82  0.00
C8 -3.02 -1.70 3.23  0.00
C9 0.49 -0.12 -3.47  -0.01
C10 -3.50 0.60 2.40  -0.02
C11 2.38 -2.83 1.19  0.00
C12 2.71 1.93 -0.09  0.00
H1 2.90 4.13 -3.04  0.00
H2 3.33 1.48 0.66  0.00
H3 -3.09 1.60 2.19  0.00
H4 -0.61 -0.09 -3.60  0.01
H5 -4.22 0.68 3.22  0.00
H6 2.66 -0.29 -1.74  0.00
H7 -3.75 -1.52 4.04  0.00
H8 2.76 -2.07 -1.69  0.00
H9 -0.57 -2.67 -3.33  0.00
H10 0.85 -3.46 -2.58  0.00
H11 0.82 0.84 -3.04  0.01
H12 0.96 -0.24 -4.45  0.00
H13 -0.94 1.06 3.60  0.00
H14 -3.54 -2.16 2.38  0.00
H15 2.96 -1.20 -3.24  0.00
H16 0.96 -2.74 -4.21  0.00
H17 -4.00 0.22 1.49  0.01
H18 -2.17 0.48 4.77  0.00
H19 1.21 4.05 -3.18  0.00
H20 -0.82 -0.58 4.30  0.00
H21 -2.25 -2.40 3.59  0.00

## Properties
multiplicity = 3
HOMO energy (spin up / spin down) = -20.50 / -21.83 eV
charge = +4
<S²> = 2.014
LUMO level (spin up / spin down) = -15.173 / -15.998 eV
ΔE to the lowest compared entry with this formula, charge and spin = 0.0 kJ/mol